Record 1
14
Properties=species:S:1:pos:R:3:forces:R:3 method="wB97M-V/def2-TZVPD" e_above_lowest_kcal_mol=91.2 fmax_ha_per_bohr=0.05578 homo_energy_ev=-9.0 total_charge=0 total_energy_ha=-324.5791 homo_lumo_gap_ev=9.12 molar_mass_g_mol=97.12
H 1.8310 -0.8780 0.2611 -0.2 0.1 -0.2
C 1.6825 -0.2523 -0.6266 -0.1 0.0 -0.1
H 1.9621 -0.8283 -1.5142 -0.1 0.1 0.1
C 0.2445 0.2692 -0.7251 0.0 0.3 -0.1
H -0.6506 -1.8673 -0.8350 0.2 0.2 0.4
O 0.1795 0.6230 1.7422 1.3 1.2 -0.3
H 2.3743 0.5971 -0.5439 -0.2 -0.2 0.0
H 0.1279 0.9796 -1.5413 0.0 0.1 0.0
C -0.2627 0.8442 0.6287 0.8 0.2 0.6
H -1.3542 -0.6957 1.4682 -2.2 -1.5 -1.1
N -1.6541 1.0843 0.4728 0.0 -0.2 0.0
C -0.8215 -0.8207 -0.5917 0.0 -0.2 0.4
C -1.6540 -0.3950 0.4075 0.5 -0.2 0.4
H -2.0048 1.3399 1.3973 0.1 0.0 -0.2



Record 2
14
Properties=species:S:1:pos:R:3:forces:R:3 method="wB97M-V/def2-TZVPD" e_above_lowest_kcal_mol=30.3 fmax_ha_per_bohr=0.05898 smiles="CC1=CNC(=O)C1" homo_energy_ev=-8.3 total_charge=0 total_energy_ha=-324.6762 homo_lumo_gap_ev=9.12 molar_mass_g_mol=97.12
H 2.0180 -0.8301 1.3299 -0.1 -0.8 -0.5
H 2.6471 0.1478 -0.0006 -0.1 0.8 1.1
H 0.3089 -1.2652 -1.6581 -0.1 0.0 0.2
C -0.0617 -0.3234 -1.2465 0.0 -0.2 0.2
C -0.4752 0.5031 0.8912 0.7 -0.3 0.1
H 1.6100 0.7645 1.6849 1.8 -0.6 -2.3
O -2.4603 -0.7120 -1.6861 0.3 0.2 0.4
C 1.8235 0.0618 0.7398 0.2 0.7 1.1
N -1.7272 0.1584 0.3384 -0.2 0.3 -0.1
H -2.6343 0.4843 0.6238 0.0 0.0 0.1
H -0.0590 0.8382 1.8883 -2.2 -0.2 -0.8
C -1.5650 -0.3660 -0.9479 -0.2 0.2 0.0
H 0.0744 0.4337 -2.0392 0.0 -0.2 0.3
C 0.5009 0.1049 0.0819 -0.1 0.1 0.3



Record 3
14
Properties=species:S:1:pos:R:3:forces:R:3 method="wB97M-V/def2-TZVPD" e_above_lowest_kcal_mol=68.9 fmax_ha_per_bohr=0.10805 smiles=Cc1[nH]ccc1O homo_energy_ev=-6.8 total_charge=0 total_energy_ha=-324.6147 homo_lumo_gap_ev=7.75 molar_mass_g_mol=97.12
H 1.3454 -1.7685 -0.3286 -0.1 0.1 0.2
C -0.2845 -0.3888 -0.2627 -0.9 0.5 -1.7
H -1.1767 2.6472 0.0978 -0.1 -0.2 0.1
H 1.4869 2.4045 -0.1981 0.1 0.1 0.8
C -1.3100 -1.4084 0.0781 -0.3 0.2 -0.9
C 1.6830 0.1770 0.1653 4.2 3.3 -1.6
H -1.4554 -2.1231 -0.7365 -0.1 -0.1 0.0
C 1.0464 1.4394 -0.0115 1.3 -2.5 1.1
N 1.1096 -0.8101 -0.5576 -3.2 0.3 3.7
O -1.4188 1.7279 -0.0699 0.0 0.4 0.0
H 2.5853 -0.0201 0.7357 0.6 0.3 -0.8
H -2.2604 -0.8962 0.2246 0.0 -0.1 0.1
C -0.2753 0.9963 -0.1213 -1.6 -2.5 -1.1
H -1.0755 -1.9771 0.9849 0.1 0.1 0.0



Record 4
14
Properties=species:S:1:pos:R:3:forces:R:3 method="wB97M-V/def2-TZVPD" e_above_lowest_kcal_mol=100.4 fmax_ha_per_bohr=0.01010 homo_energy_ev=-7.3 total_charge=0 total_energy_ha=-324.5645 homo_lumo_gap_ev=7.40 molar_mass_g_mol=97.12
H 2.2819 0.5284 1.5097 0.0 0.0 0.0
C -0.5360 0.6644 -1.2214 -0.4 -0.3 0.1
N 0.9753 -0.6401 0.3207 0.0 -0.1 -0.1
O -2.5348 -0.1487 -0.3035 0.0 0.1 0.0
C -1.8984 0.6629 -1.2590 -0.2 0.2 -0.2
H 2.6581 0.5545 -0.2334 -0.1 -0.1 0.1
H 0.9233 -1.2255 1.1616 0.0 0.4 -0.2
H 1.3778 -1.2383 -0.4025 0.0 0.2 0.0
H 1.2571 1.4611 0.3492 0.1 -0.3 0.0
C -1.5389 -0.7093 0.3924 0.1 -0.1 0.1
H -2.6429 1.1399 -1.8855 0.2 0.0 0.0
C -0.3801 -0.2473 -0.1439 0.1 -0.1 0.1
C 1.8619 0.5646 0.5088 0.1 0.1 0.1
H -1.8044 -1.3663 1.2068 0.0 0.0 -0.1



Record 5
14
Properties=species:S:1:pos:R:3:forces:R:3 method="wB97M-V/def2-TZVPD" e_above_lowest_kcal_mol=69.5 fmax_ha_per_bohr=0.07132 smiles="C=C(C)N1CC1=O" homo_energy_ev=-9.1 total_charge=0 total_energy_ha=-324.6137 homo_lumo_gap_ev=9.99 molar_mass_g_mol=97.12
H -2.3347 -0.4151 0.8958 0.9 0.2 -0.7
C 1.2571 -1.3072 -0.6770 0.3 1.8 2.5
C -0.5393 0.5548 0.1210 2.2 0.4 0.2
C -0.5259 1.7708 0.6743 0.6 1.0 0.3
O 2.9420 0.5974 0.0424 1.2 0.4 0.3
C -1.5650 -0.4914 0.0753 -1.1 -0.6 1.3
C 1.9997 -0.0090 -0.3239 -0.5 -1.0 -0.2
H -2.1100 -0.3497 -0.8454 -0.2 -0.6 -0.5
H -1.2492 2.3908 1.2615 0.0 -1.5 -0.8
H 0.9525 -1.9308 0.1260 0.3 -0.8 0.9
N 0.7194 0.0495 -0.5537 -3.2 1.7 0.4
H 0.3838 2.3722 0.5980 0.0 -0.4 -0.3
H -1.0799 -1.4888 0.1863 -0.7 0.6 -0.4
H 1.1493 -1.7435 -1.5806 0.1 -1.2 -3.0



Record 6
14
Properties=species:S:1:pos:R:3:forces:R:3 method="wB97M-V/def2-TZVPD" e_above_lowest_kcal_mol=113.7 fmax_ha_per_bohr=0.06215 homo_energy_ev=-9.5 total_charge=0 total_energy_ha=-324.5433 homo_lumo_gap_ev=9.38 molar_mass_g_mol=97.12
N 2.2573 -0.0142 0.4915 -1.7 -0.1 1.0
O 1.2786 -1.8457 -0.7238 1.5 0.2 0.5
H -0.7181 -0.9109 -2.0335 0.2 0.1 0.2
C -1.1853 -0.5230 0.2584 0.0 0.0 0.1
H 0.4745 1.6333 -1.4266 -0.1 -0.2 0.1
H -0.6612 -1.2479 0.8872 -0.2 -0.1 -0.2
H -1.2076 1.7467 0.9149 -0.3 -0.1 -0.2
C -0.6022 -0.3229 -1.1267 -0.6 0.8 -0.3
H 1.2412 0.4892 1.3182 2.0 -1.2 -2.2
C -0.0889 0.8983 -0.8629 -0.2 -0.1 -0.1
C -0.6539 0.9137 0.4932 1.5 0.0 2.1
C 1.8208 -0.9705 -0.1192 -0.6 0.2 0.5
H -2.2657 -0.6987 0.3077 0.2 0.2 0.1
H 0.3105 0.8527 1.6216 -1.7 0.3 -1.7



Record 7
14
Properties=species:S:1:pos:R:3:forces:R:3 method="wB97M-V/def2-TZVPD" e_above_lowest_kcal_mol=117.9 fmax_ha_per_bohr=0.01831 homo_energy_ev="-7.4 / -7.2" total_charge=0 total_energy_ha=-324.5365 homo_lumo_gap_ev="7.47 / 7.13" molar_mass_g_mol=97.12
N -0.2217 1.5113 0.8334 0.0 -0.5 0.4
H -0.4974 0.6597 2.7359 0.0 0.0 -0.2
C 1.6578 -0.4859 -0.6946 0.1 -0.2 0.0
C 0.4156 -0.0314 -0.9899 0.3 0.1 -0.2
O -0.9519 -0.6915 1.3352 0.0 -0.5 0.4
H 2.1508 -1.2361 -1.3095 -0.1 0.1 0.2
H 0.3856 2.1739 -0.9992 -0.1 -0.1 0.0
C -0.5172 0.5076 1.6638 0.2 0.9 0.0
H -1.8201 -0.2514 -0.4737 0.0 -0.1 0.0
C -1.2636 -1.0103 0.0716 -0.3 0.1 -0.4
H -0.0332 -0.2909 -1.9474 0.1 0.0 0.1
C 0.1095 1.2964 -0.4141 -0.1 0.2 0.0
H 2.2010 -0.1150 0.1697 -0.1 0.0 -0.1
H -1.6154 -2.0364 0.0188 0.1 0.1 -0.1



Record 8
14
Properties=species:S:1:pos:R:3:forces:R:3 method="wB97M-V/def2-TZVPD" e_above_lowest_kcal_mol=110.3 fmax_ha_per_bohr=0.01121 homo_energy_ev=-9.4 total_charge=0 total_energy_ha=-324.5486 homo_lumo_gap_ev=10.14 molar_mass_g_mol=97.12
H 0.9650 -0.3981 -1.4151 -0.1 0.0 0.1
H 1.6581 -0.8858 0.9569 -0.2 0.1 -0.1
H 2.6246 2.0467 -1.2220 0.0 0.0 0.0
H 1.8945 2.0771 -1.3685 0.1 0.0 0.0
C -1.2468 -1.3279 0.9221 -0.2 0.1 0.2
O -0.4496 1.7979 -1.5433 -0.2 -0.5 0.2
C 0.1920 -0.3020 -0.6540 0.1 0.2 -0.2
H -1.8231 0.6609 -0.6026 0.1 0.0 0.0
N -0.1990 -1.6012 -0.0669 -0.1 -0.2 -0.1
H -0.6642 0.0058 2.6380 0.0 -0.1 -0.2
H -2.2696 -1.6826 0.8550 0.2 0.1 0.0
C 0.6201 -0.6575 0.7327 0.4 0.1 0.1
C -0.7820 0.8010 -0.9441 0.1 0.3 -0.2
C -0.5199 -0.5344 1.7118 -0.1 -0.1 0.0